(1)
DFT (ωB97M-V with the def2-TZVPD basis set) results for 4 unconnected molecules or ions with the total composition C28H43ClF12NO14PS.

Each line ends with the Löwdin charge.
Geometry (Å):
C1 1.4718 0.1172 0.7712  -0.059
C2 1.1893 -0.8379 -0.4444  -0.167
C3 -0.3308 -1.0464 -0.6650  -0.263
F1 -0.8306 0.2331 -0.3236  -0.034
N1 -0.8895 -1.5591 -1.9578  -0.047
P1 -1.0417 0.0158 -2.9685  0.818
O1 0.2929 0.6273 -3.1316  -0.367
C4 -2.2828 -2.2084 -1.7317  -0.176
C5 -3.2085 -1.5032 -0.7124  -0.076
C6 -3.7816 -0.0733 -0.9397  -0.078
C7 -5.2446 0.0116 -0.4308  -0.415
F2 -5.4056 -0.5558 0.7849  0.137
F3 -5.4902 1.3572 -0.2842  0.104
C8 -6.3309 -0.5147 -1.4080  -0.322
F4 -6.0856 -1.7280 -1.9368  0.156
F5 -7.4661 -0.6757 -0.6552  0.128
C9 -6.7444 0.4571 -2.5616  -0.335
F6 -5.7187 1.0675 -3.1753  0.162
F7 -7.5898 1.4027 -2.1016  0.151
C10 -7.5500 -0.2986 -3.6952  -0.551
F8 -6.7310 -0.9034 -4.5349  0.197
F9 -8.1971 0.6376 -4.4196  0.156
F10 -8.4833 -1.1075 -3.2154  0.192
C11 -2.9959 -2.2204 -3.1327  -0.704
O2 -2.8719 -3.1928 -3.8817  0.028
O3 -3.7416 -1.2881 -3.5016  -0.023
C12 -2.2051 -3.6971 -1.2171  -0.271
C13 -3.5937 -4.4645 -1.3518  -0.093
C14 -3.4267 -5.9509 -1.8117  -0.129
C15 -4.8635 -6.5625 -1.7794  -0.256
O4 -5.1683 -7.0345 -0.4733  -0.070
C16 -1.7809 -3.9295 0.2789  -0.250
C17 -0.2397 -4.1495 0.4869  -0.016
F11 -2.2865 -5.1226 0.8255  -0.011
O5 -1.3076 -4.5644 -1.9195  -0.155
C18 -0.3270 -4.0480 -2.7574  -0.584
S1 1.2055 -5.0743 -2.4427  0.823
C19 -0.0509 -2.4768 -2.7913  -0.650
F12 1.3033 -2.3746 -2.5908  -0.078
Cl1 0.0017 -2.1193 -4.5956  0.806
H1 2.5005 -0.1280 1.0959  0.081
H2 0.8088 -0.1565 1.6132  0.084
H3 1.3869 1.1740 0.4878  0.079
H4 1.6707 -1.7947 -0.1622  0.112
H5 1.7672 -0.4435 -1.2901  0.109
H6 -0.6553 -1.6038 0.2290  0.145
H7 -1.8272 0.9955 -2.3236  0.059
H8 -1.7119 -0.1428 -4.1912  0.046
H9 -2.8059 -1.4520 0.3174  0.119
H10 -4.1102 -2.1285 -0.5693  0.129
H11 -3.2689 0.6560 -0.2790  0.127
H12 -3.7581 0.3659 -1.9406  0.083
H13 -4.1887 -4.4014 -0.4196  0.133
H14 -4.2700 -4.0469 -2.1152  0.114
H15 -2.7369 -6.5146 -1.1695  0.119
H16 -3.1237 -5.9939 -2.8723  0.123
H17 -5.5495 -5.7144 -2.0086  0.114
H18 -5.0104 -7.3065 -2.5835  0.117
H19 -5.9753 -7.5638 -0.4724  0.085
H20 -2.0645 -3.1570 1.0102  0.135
H21 0.3805 -3.5323 -0.1841  0.040
H22 -0.0432 -5.2050 0.2405  0.086
H23 0.0369 -3.9629 1.5392  0.099
H24 -0.5989 -4.3930 -3.7690  0.088
H25 1.7561 -5.0973 -3.6926  -0.106
C20 2.6795 5.5806 3.5631  -0.039
O6 2.1135 6.2938 2.4636  -0.001
C21 1.3170 5.5612 1.6818  -0.619
O7 1.0550 4.3961 1.8338  0.119
O8 0.8624 6.3464 0.7020  0.003
C22 -0.0097 5.6900 -0.2190  -0.041
H26 3.3025 6.2769 4.1194  0.093
H27 1.8975 5.2081 4.2244  0.097
H28 3.3052 4.7617 3.2090  0.097
H29 -0.9007 5.3230 0.2896  0.098
H30 0.5070 4.8738 -0.7236  0.097
H31 -0.3096 6.4255 -0.9617  0.094
C23 8.3654 7.9974 4.5119  -0.043
O9 7.8020 8.7109 3.4114  0.004
C24 7.0046 7.9764 2.6314  -0.618
O10 6.7432 6.8108 2.7875  0.117
O11 6.5510 8.7601 1.6511  0.007
C25 5.6788 8.1040 0.7311  -0.036
H32 8.9884 8.6956 5.0659  0.093
H33 7.5818 7.6275 5.1726  0.097
H34 8.9885 7.1759 4.1596  0.098
H35 4.7867 7.7385 1.2399  0.091
H36 6.1951 7.2867 0.2280  0.099
H37 5.3774 8.8348 -0.0156  0.094
C26 5.2106 0.8540 4.2662  -0.041
O12 6.1980 -0.1761 4.3215  0.006
C27 5.8594 -1.2962 3.6794  -0.618
O13 4.8285 -1.4874 3.0864  0.113
O14 6.8624 -2.1674 3.8089  0.006
C28 6.6371 -3.4221 3.1659  -0.042
H38 5.5994 1.7056 4.8195  0.093
H39 5.0301 1.1594 3.2358  0.096
H40 4.2841 0.5247 4.7359  0.098
H41 6.5130 -3.2874 2.0918  0.098
H42 5.7679 -3.9223 3.5920  0.098
H43 7.5155 -4.0385 3.3414  0.094

Atomic forces in eV per Å
C -0.1 -1.1 -0.3
C 1.2 -0.2 0.3
C 2.5 1.3 3.3
F -0.9 -0.7 -1.5
N -1.1 0.8 0.1
P 0.5 3.6 -1.8
O 0.0 -0.8 0.4
C -1.6 -1.1 0.4
C -0.4 1.1 0.7
C -0.3 0.5 0.9
C 1.3 0.8 -1.1
F 0.1 -0.1 -0.3
F -0.3 -0.4 0.1
C -1.3 0.1 0.6
F 0.6 0.2 0.2
F 0.3 0.2 -0.2
C -0.8 -0.3 -0.7
F 0.2 -0.1 0.4
F 0.4 -0.2 0.3
C 0.0 1.2 -0.5
F 0.0 -0.6 0.3
F 0.1 0.1 0.2
F 0.3 -0.4 0.1
C -1.8 -0.5 -2.8
O 1.8 -1.4 0.9
O 0.7 1.8 1.9
C -0.5 -1.8 0.7
C -0.4 0.1 -0.5
C -1.3 0.1 0.2
C 0.1 1.0 -0.2
O 0.2 -0.3 0.0
C 2.1 0.2 1.4
C -0.5 0.1 -0.5
F -0.5 0.5 -0.6
O 0.6 1.2 0.0
C -0.4 -1.3 -0.9
S 0.0 0.1 0.0
C 2.6 -2.3 -2.4
F -1.0 1.1 1.5
Cl -0.8 0.2 0.6
H -0.4 0.4 -0.1
H 0.3 0.5 -0.3
H -0.1 -0.4 0.3
H -0.5 0.3 -0.4
H -0.7 -0.2 0.0
H -0.3 -0.5 -1.1
H -0.3 -1.1 0.4
H -0.1 -0.9 0.5
H 0.2 -0.2 -0.7
H 0.8 -0.2 -0.5
H -0.1 -0.5 -0.3
H -0.2 -0.7 0.2
H 0.6 -0.2 -0.2
H 0.7 0.3 0.2
H -0.3 0.1 -0.3
H 0.2 0.2 0.6
H 0.2 -0.5 -0.1
H 0.2 0.0 0.5
H 0.2 0.2 -0.2
H -0.5 -0.1 -0.6
H -0.1 -0.2 0.4
H 0.0 0.5 0.1
H -0.1 0.0 -0.5
H 0.0 0.9 0.3
H -0.6 0.3 0.5
C 0.2 -0.1 0.3
O 0.0 0.0 -0.1
C 0.0 0.1 0.0
O 0.0 0.1 0.0
O 0.1 0.0 0.1
C -0.2 -0.1 -0.3
H -0.1 0.1 -0.2
H 0.0 -0.1 -0.1
H -0.1 0.0 0.0
H 0.1 -0.1 0.0
H 0.0 -0.1 0.1
H 0.1 0.1 0.1
C 0.2 -0.1 0.3
O -0.1 0.0 -0.1
C 0.0 0.1 0.0
O 0.0 0.1 0.0
O 0.1 0.0 0.1
C -0.3 -0.1 -0.3
H -0.1 0.1 -0.2
H 0.0 -0.1 -0.1
H -0.1 -0.1 0.0
H 0.1 -0.1 0.0
H 0.0 -0.1 0.1
H 0.2 0.2 0.2
C -0.2 0.3 0.0
O 0.0 -0.1 0.0
C 0.1 0.0 0.1
O 0.0 0.0 0.0
O -0.1 0.1 0.0
C 0.0 -0.3 -0.1
H 0.2 -0.2 0.0
H -0.1 -0.1 0.0
H 0.0 -0.1 -0.1
H -0.1 0.0 0.1
H -0.1 0.1 -0.1
H 0.1 0.2 0.1

Computed properties:
* frontier orbital gap: 0.302 Eh
* M: 944.115 g mol⁻¹
* spin multiplicity: 1

(2)
DFT (ωB97M-V with the def2-TZVPD basis set) results for a single C3H3NO2 molecule.

Each line ends with the natural charge from an NBO analysis.
Geometry (Å):
N1 -3.6278 0.2998 0.2283  -0.240
C1 -2.5049 0.1010 0.0883  0.223
C2 -1.1054 -0.0580 -0.2077  0.392
O1 -0.9192 -1.7109 -0.0988  -0.735
C3 0.0596 0.7458 0.1632  -0.120
O2 -0.3975 0.4964 -1.2131  -0.422
H1 -0.1860 -1.8518 -0.7688  0.470
H2 0.0319 1.7508 0.5036  0.214
H3 0.8480 0.0250 0.6611  0.216

Atomic forces in eV per Å
N 0.3 -0.2 0.2
C -0.5 0.8 -0.7
C 0.5 -4.3 1.1
O 0.9 3.9 -1.3
C 0.8 -3.0 1.0
O 0.5 0.2 0.2
H -1.2 0.2 1.0
H -0.3 0.7 0.1
H -1.1 1.8 -1.6

Computed properties:
* frontier orbital gap: 0.443 Eh
* energy above the lowest of the compared OMol25 structures with the same formula, charge and spin: 86.2 kcal/mol
* M: 85.062 g mol⁻¹
* spin multiplicity: 1

(3)
DFT (ωB97M-V with the def2-TZVPD basis set) results for a molecular structure, C41H29AsCdN9O3.

Each line ends with the Löwdin charge.
Geometry (Å):
Cd1 0.0449 -0.1703 -0.0674  1.403
C1 4.5081 -1.4857 4.3558  -0.090
C2 3.6683 -2.3924 4.9311  -0.109
C3 2.3374 -2.4522 4.5528  -0.032
C4 1.8138 -1.4801 3.7374  -0.118
C5 0.5091 -1.3008 2.9732  -0.241
N1 0.5145 -0.0972 2.3147  0.075
C6 1.7082 0.4963 2.5564  -0.303
N2 2.1781 1.6743 2.1632  0.183
C7 1.4726 2.4701 1.3224  -0.284
C8 1.6807 3.9638 1.1506  -0.086
C9 2.4732 4.9409 1.7426  -0.047
C10 2.3571 6.2365 1.3271  -0.100
C11 1.3789 6.6119 0.3620  -0.094
C12 0.4897 5.6879 -0.1255  -0.035
C13 0.6803 4.3475 0.2347  -0.114
C14 -0.0361 3.1182 -0.1355  -0.360
N3 -0.9540 3.0678 -1.0353  0.189
C15 -1.9308 2.1600 -1.1153  -0.313
N4 -1.9603 0.9543 -0.5089  0.067
C16 -3.2093 0.3429 -0.6884  -0.236
N5 -3.5659 -0.9204 -0.3343  0.186
C17 -3.0313 -1.5875 0.6943  -0.323
N6 -1.8167 -1.3003 1.2806  0.091
C18 -1.4695 -2.2080 2.1626  -0.322
N7 -0.3895 -2.3215 2.9280  0.171
C19 -2.6195 -3.2293 2.2258  -0.056
C20 -2.9498 -4.3635 2.9171  -0.066
C21 -4.0995 -5.0209 2.6626  -0.109
C22 -4.9839 -4.5651 1.6557  -0.099
C23 -4.6962 -3.4362 0.9341  -0.039
C24 -3.5281 -2.7889 1.2322  -0.162
C25 -3.9375 1.1676 -1.6721  -0.125
C26 -5.0815 0.9331 -2.4173  -0.024
C27 -5.5041 1.8984 -3.3283  -0.129
C28 -4.8060 3.0517 -3.5667  -0.092
C29 -3.5525 3.2381 -2.8492  0.006
C30 -3.1349 2.2708 -1.9201  -0.127
N8 0.5267 2.0693 0.4812  0.081
C31 2.6244 -0.4904 3.2447  -0.118
C32 4.0030 -0.4739 3.5115  0.007
H1 5.5439 -1.4300 4.6085  0.089
H2 3.9670 -2.9578 5.7642  0.084
H3 1.7399 -3.3219 4.9063  0.122
H4 3.1974 4.6278 2.5138  0.118
H5 2.9707 7.0200 1.7238  0.086
H6 1.2578 7.6601 0.0276  0.102
H7 -0.3083 5.9104 -0.8008  0.100
H8 -2.3403 -4.7805 3.6688  0.097
H9 -4.4282 -5.9309 3.2141  0.108
H10 -5.9490 -5.0866 1.5832  0.098
H11 -5.4232 -3.0783 0.1905  0.119
H12 -5.7082 0.1011 -2.1794  0.099
H13 -6.4804 1.8332 -3.7949  0.092
H14 -5.2194 3.8578 -4.1740  0.091
H15 -2.9702 4.1083 -3.1061  0.091
H16 4.5585 0.4295 3.1417  0.125
O1 3.9358 -2.0845 -0.7311  -0.019
C33 2.7629 -1.7021 -0.5632  -0.647
O2 2.3472 -0.5359 -0.3678  -0.145
C34 1.7108 -2.8233 -0.6705  -0.204
C35 2.1389 -4.1407 -0.7574  -0.013
C36 1.2334 -5.1558 -1.0537  -0.086
C37 -0.0931 -4.8513 -1.2157  -0.045
C38 -0.4349 -3.4606 -1.0302  -0.086
N9 0.4391 -2.4477 -0.8009  0.059
H17 3.2097 -4.3183 -0.4701  0.133
H18 1.6152 -6.1818 -1.1040  0.107
H19 -0.8244 -5.6085 -1.3507  0.088
H20 -1.4650 -3.1926 -1.0648  0.088
C39 2.7523 2.1541 -1.8208  -0.202
As1 1.7155 1.0182 -3.0142  0.963
C40 3.0513 -0.1862 -3.8061  -0.196
C41 1.2498 2.2790 -4.3973  -0.224
O3 0.3835 0.2337 -2.4697  -0.580
H21 3.8007 2.2884 -2.2390  0.066
H22 2.8218 1.6186 -0.8739  0.002
H23 2.2852 3.1318 -1.6918  0.027
H24 3.6600 0.4009 -4.4876  0.019
H25 2.5154 -1.0009 -4.2853  0.032
H26 3.7596 -0.5190 -2.9992  0.045
H27 2.1100 2.8035 -4.8006  0.031
H28 0.5277 2.9237 -3.9090  0.019
H29 0.6708 1.7786 -5.2028  0.045

Atomic forces in eV per Å
Cd -0.5 0.1 0.0
C 0.2 2.1 -1.0
C -1.0 0.2 -0.3
C -1.0 -1.5 0.6
C -1.0 -0.7 -1.5
C -0.3 -1.1 0.2
N -0.3 -0.9 0.6
C 1.8 -0.3 -1.0
N -0.7 0.0 0.0
C 0.7 0.8 0.4
C -1.2 -0.9 -0.2
C 0.9 -1.2 0.8
C -0.9 0.9 -1.0
C 0.1 0.7 0.4
C 0.4 -1.2 0.0
C 0.4 -0.1 0.3
C 1.7 0.3 0.0
N -2.8 0.8 -1.0
C 0.6 -1.1 -0.1
N -1.2 -0.6 1.0
C 2.0 -0.7 -1.0
N -0.4 1.5 1.1
C 1.9 1.7 -1.5
N 0.6 1.2 -0.9
C -2.4 -1.7 0.3
N 1.6 2.0 0.4
C 0.3 1.3 -1.4
C 1.2 -0.1 0.8
C -2.6 -1.2 -0.9
C -0.4 -0.9 1.2
C -1.4 -0.4 -0.5
C 0.3 -0.6 0.7
C 0.1 -1.2 0.0
C -0.2 0.7 0.4
C -1.0 -0.4 0.1
C 2.7 0.8 1.7
C -1.7 -0.5 -1.0
C -0.4 2.0 -1.4
N -0.2 -0.8 0.9
C 0.8 1.7 0.7
C -0.8 0.9 -0.1
H 0.5 -0.1 0.3
H 0.7 -1.1 0.6
H 0.2 1.0 -0.2
H -0.3 0.3 -0.4
H 0.4 0.1 0.3
H 0.3 -0.6 0.4
H -0.3 0.3 -0.3
H 1.0 -0.1 0.8
H 0.6 0.8 -0.3
H 0.5 0.2 -0.4
H 0.6 0.1 0.3
H -0.2 -0.5 -0.1
H 0.0 -0.4 -0.1
H 0.3 -0.3 0.0
H 0.3 0.1 0.3
H -0.2 -1.3 0.4
O -0.5 0.5 0.1
C 0.9 -1.1 0.0
O -0.3 0.4 0.2
C 0.5 0.5 -0.3
C 0.9 -0.2 0.7
C 1.2 -0.3 0.3
C 0.2 3.0 0.7
C 0.7 -1.1 -0.2
N -0.9 -2.0 0.0
H -1.2 0.1 -0.7
H -0.3 0.3 0.0
H -0.7 -0.3 -0.3
H -0.7 0.3 -0.1
C 1.0 -0.2 -0.3
As 1.6 0.3 -0.4
C 0.4 0.4 1.3
C -1.0 -0.8 -0.5
O -0.5 0.0 0.4
H -1.3 -0.2 0.3
H 0.1 0.1 0.0
H 0.0 -0.1 0.0
H -0.1 0.0 -0.4
H 0.2 -0.1 0.0
H -1.0 -0.1 -0.6
H 0.0 0.1 0.1
H 0.1 0.5 0.1
H 0.6 0.2 0.4

Computed properties:
* frontier orbital gap (spin up / spin down): 0.187 / 0.179 Eh
* total charge: -1
* energy above the lowest of the compared OMol25 structures with the same formula, charge and spin: 14.7 kcal/mol
* M: 883.077 g mol⁻¹
* spin multiplicity: 1